{"formula": "C4H6ClNS", "method": "ωB97M-V/def2-TZVPD", "species": ["C", "C", "C", "C", "N", "S", "Cl", "H", "H", "H", "H", "H", "H"], "positions_angstrom": [[1.311, -0.593, -0.880], [-0.540, 0.905, -0.848], [-0.113, -0.557, -0.475], [-0.503, -0.764, 0.992], [1.615, 1.672, 0.759], [0.460, 2.245, 0.077], [2.114, -1.665, 0.076], [-0.207, 1.134, -1.777], [-1.565, 1.082, -0.620], [-0.607, -1.317, -1.090], [-1.623, -0.320, 0.994], [0.042, -0.028, 1.685], [-0.383, -1.793, 1.107]], "lowdin_charge": [-0.50, -0.38, -0.58, -0.13, -0.41, 0.85, 0.70, 0.01, 0.06, 0.15, 0.12, 0.08, 0.03], "orbital_gap_ev": 7.81, "multiplicity": 1, "de_lowest_kcal_mol": 136.9, "homo_energy_ev": -8.5, "total_energy_ev": -29086.8070}